1.
C29H68BF7N4O22P5S | ωB97M-V with the def2-TZVPD basis set

```
137
Properties=species:S:1:pos:R:3:forces:R:3
C 0.425 0.971 1.793 -1.38 -0.90 -0.28
C 0.001 1.196 0.222 0.29 0.72 0.00
C 1.340 1.367 -0.764 -1.29 0.40 -0.13
C 1.939 -0.078 -1.255 -1.25 -0.35 0.15
C 1.370 -0.334 -2.783 -0.83 -0.01 0.26
C 2.021 0.626 -3.931 -0.45 -0.87 -0.41
C 3.632 0.355 -4.239 -2.17 0.43 -2.59
N 4.582 0.946 -3.264 1.52 -0.82 1.52
B 4.613 2.500 -3.236 0.78 2.95 0.10
O 3.759 3.185 -2.246 3.06 -3.08 -1.00
O 5.546 3.154 -4.186 -1.80 -1.71 3.62
C 6.525 4.009 -3.472 1.06 1.95 0.24
C 8.089 3.546 -3.654 0.72 0.37 -0.30
C 5.488 0.378 -2.435 -0.14 1.04 -0.24
N 6.358 1.312 -1.579 0.99 -7.39 0.51
C 7.245 0.301 -0.841 -5.06 0.74 -5.24
S 8.561 0.770 0.409 -0.89 -0.54 -1.57
N 6.788 -1.065 -1.348 3.41 3.06 3.32
N 5.723 -1.088 -2.278 0.26 2.65 0.87
C 5.153 -2.354 -2.819 0.10 -1.31 -1.54
F 3.667 -2.506 -2.671 5.00 1.00 -0.83
F 5.600 -2.466 -4.259 -2.11 0.51 4.33
C 5.756 -3.751 -2.121 0.18 -1.98 -2.63
F 5.065 -4.867 -2.869 2.47 4.00 2.55
F 7.224 -3.926 -2.400 -5.03 0.97 1.23
C 5.375 -3.903 -0.535 0.37 -2.82 2.27
F 4.704 -2.729 0.069 2.49 -4.37 -2.22
F 4.553 -5.164 -0.416 2.72 5.14 -0.01
F 6.670 -4.219 0.174 -4.61 1.64 -2.09
H 1.385 1.575 2.088 -1.93 -1.22 -0.58
H -0.520 1.303 2.442 2.28 -0.67 -1.25
H 0.538 -0.199 1.986 0.10 2.62 -0.25
H -0.703 0.333 -0.199 1.59 1.77 1.04
H -0.640 2.200 0.191 1.49 -2.15 -0.16
H 0.930 1.960 -1.715 1.20 -1.21 2.03
H 2.099 2.058 -0.203 -1.31 -1.36 -1.02
H 3.094 -0.209 -1.136 -2.07 0.41 -0.36
H 1.442 -0.904 -0.556 1.17 1.67 -1.48
H 0.211 -0.047 -2.732 2.49 -0.58 -0.11
H 1.364 -1.487 -3.095 0.37 2.58 0.62
H 1.757 1.746 -3.729 0.84 -2.05 -0.27
H 1.470 0.345 -4.953 1.33 0.64 2.15
H 3.813 0.947 -5.264 -0.12 -1.31 2.25
H 3.727 -0.761 -4.525 0.36 1.86 1.00
H 3.828 2.596 -1.416 -0.68 1.29 -1.69
H 6.310 4.068 -2.319 0.14 -0.22 -2.31
H 6.393 5.103 -3.929 0.34 -2.44 1.11
H 8.645 4.082 -4.563 -1.46 -1.15 1.89
H 8.690 3.897 -2.684 -1.39 -0.88 -2.03
H 8.245 2.393 -3.826 -0.56 2.23 0.54
H 9.401 1.713 -0.254 -1.52 -1.14 0.03
H 7.343 -1.832 -0.928 -1.05 -0.08 -1.06
C -3.774 -3.748 0.818 0.17 -0.62 -0.19
O -4.592 -2.934 1.636 0.54 0.89 -3.43
P -4.127 -1.268 1.596 -2.86 1.66 9.43
O -3.409 -1.459 2.937 1.13 -0.25 -1.26
O -5.700 -0.834 1.852 1.00 0.40 -1.04
C -6.547 -1.642 2.657 -0.70 -0.40 0.06
O -3.662 0.397 1.556 0.86 -1.33 -3.26
C -4.130 1.261 2.579 -1.02 0.24 0.26
H -4.118 -4.782 0.893 0.01 0.16 0.04
H -3.852 -3.421 -0.223 0.10 -0.32 -0.06
H -2.735 -3.687 1.150 0.08 -0.10 -0.03
H -6.007 -2.113 3.480 0.04 0.08 -0.17
H -7.026 -2.401 2.032 0.07 -0.04 0.23
H -7.331 -1.004 3.081 0.27 0.12 -0.20
H -4.064 0.801 3.566 -0.05 -0.12 -0.27
H -5.162 1.557 2.372 0.12 -0.01 0.19
H -3.512 2.163 2.573 0.15 -0.21 -0.32
C -6.542 -8.969 5.731 -0.40 -0.56 0.21
O -5.741 -8.243 4.820 1.05 -0.13 3.38
P -5.445 -6.619 5.339 -0.08 3.78 -9.06
O -6.537 -6.135 4.378 -0.54 -0.34 1.53
O -3.984 -6.650 4.569 -0.17 0.15 0.99
C -3.822 -7.386 3.365 0.35 -0.42 -0.13
O -5.150 -4.996 5.859 -0.29 -2.01 2.91
C -4.690 -4.049 4.909 0.95 -0.06 -0.49
H -6.694 -9.978 5.341 0.04 0.16 0.01
H -6.035 -9.033 6.698 -0.21 -0.27 0.02
H -7.512 -8.479 5.851 -0.07 -0.09 0.05
H -4.723 -7.374 2.749 -0.08 -0.02 0.17
H -3.538 -8.414 3.603 -0.14 0.07 -0.20
H -3.008 -6.931 2.790 -0.06 0.12 0.31
H -5.226 -4.125 3.961 -0.03 -0.26 0.12
H -3.617 -4.179 4.744 -0.15 0.13 -0.13
H -4.850 -3.048 5.320 -0.13 -0.26 0.32
C -6.256 3.440 -2.323 0.54 0.25 -0.20
O -7.001 2.666 -1.403 -0.61 -0.34 -3.47
P -8.709 2.847 -1.610 -2.06 -0.97 9.62
O -8.728 3.817 -0.423 0.22 0.78 -1.52
O -8.927 1.297 -1.078 -0.34 0.55 -1.04
C -8.067 0.749 -0.090 0.41 -0.54 0.08
O -10.417 3.028 -1.816 1.41 0.36 -3.13
C -11.278 2.622 -0.765 -0.10 -0.96 0.33
H -5.192 3.284 -2.135 -0.15 0.00 0.03
H -6.488 3.123 -3.344 0.30 0.15 -0.06
H -6.494 4.500 -2.199 0.10 0.06 -0.06
H -7.743 1.497 0.637 0.01 0.08 -0.16
H -7.201 0.292 -0.575 0.00 0.11 0.25
H -8.613 -0.035 0.446 -0.13 0.16 -0.28
H -10.909 2.938 0.213 0.21 0.03 -0.16
H -11.403 1.536 -0.784 -0.03 0.13 0.14
H -12.258 3.078 -0.931 0.25 0.12 -0.33
C 13.596 2.494 -5.685 0.33 -0.40 0.44
O 12.748 2.683 -6.801 3.11 1.70 0.13
P 12.444 4.354 -7.130 -9.18 -1.54 -3.42
O 11.083 4.220 -6.436 1.15 0.46 1.16
O 12.298 4.000 -8.737 0.70 0.78 0.67
C 11.749 2.758 -9.152 0.18 -0.53 -0.42
O 12.139 6.025 -7.459 3.22 -0.21 1.40
C 11.042 6.368 -8.289 -0.09 -0.26 -1.02
H 13.742 1.422 -5.531 -0.05 0.14 -0.06
H 14.566 2.962 -5.875 0.08 -0.24 0.26
H 13.141 2.928 -4.791 0.06 -0.03 0.11
H 10.964 2.408 -8.480 0.12 0.09 0.12
H 12.547 2.014 -9.225 -0.23 -0.03 0.06
H 11.313 2.889 -10.149 0.19 0.26 0.17
H 10.149 5.788 -8.049 0.19 -0.13 0.11
H 11.311 6.222 -9.339 -0.18 0.01 0.10
H 10.820 7.428 -8.141 0.35 -0.09 0.25
C -9.215 1.390 7.661 -0.72 0.10 0.01
O -7.970 1.040 8.233 -0.13 2.88 -2.09
P -6.708 0.910 7.056 4.54 -7.27 4.89
O -6.866 -0.615 7.087 -0.92 0.75 -1.27
O -5.611 1.389 8.194 -0.24 0.46 -1.14
C -5.783 1.025 9.556 -0.05 0.29 0.62
O -5.447 0.780 5.879 -2.11 2.46 -1.20
C -4.257 0.092 6.228 0.66 0.28 0.71
H -9.964 1.449 8.454 0.15 -0.04 -0.08
H -9.135 2.365 7.172 -0.34 -0.02 0.06
H -9.519 0.632 6.934 -0.12 0.02 -0.01
H -6.232 0.036 9.666 -0.08 0.08 -0.15
H -6.394 1.778 10.060 0.01 -0.24 0.04
H -4.798 1.008 10.036 -0.05 0.11 -0.34
H -4.461 -0.833 6.770 -0.22 0.12 0.02
H -3.614 0.743 6.827 -0.01 -0.18 0.01
H -3.723 -0.154 5.306 -0.31 0.10 -0.10
```
Forces are in eV/Å.

Summary:
Charge   +1
Electronic energy   -5847.8328 Eh
HOMO   -0.3777 Ha
Orbital gap   0.2084 Eh
LUMO energy   -4.61 eV

Here are the Mulliken charges for atoms 1 to 5, given in e:
1. C -0.806
2. C -0.493
3. C -0.310
4. C 0.065
5. C -0.706

***

2.
H2N2O3 | ωB97M-V with the def2-TZVPD basis set

```
7
Properties=species:S:1:pos:R:3:forces:R:3
N 0.303 0.294 -0.179 -9.97 6.02 -1.05
N 1.531 -0.016 -0.091 4.60 -2.81 -0.36
O 2.444 0.796 -0.044 1.30 3.63 -0.03
O 1.649 -1.231 0.097 0.55 -4.89 0.63
O -0.614 -0.669 -0.315 0.84 1.02 0.18
H -0.135 1.350 -0.638 1.87 -3.26 0.87
H -0.128 -1.491 0.003 0.80 0.29 -0.24
```
Forces are in eV/Å.

Summary:
Electronic energy   -336.0635 Eh
HOMO (spin up / spin down)   -0.2292 / -0.3672 Ha
Orbital gap (spin up / spin down)   0.2285 / 0.2395 Eh
Multiplicity   3
Energy relative to the best compared isomer or geometry (same formula, charge and spin)   301.7 kJ/mol
LUMO energy (spin up / spin down)   -0.02 / -3.47 eV

Here are the natural (NBO) charges for atoms 1 to 5, given in e:
1. N 0.124
2. N 0.347
3. O -0.399
4. O -0.601
5. O -0.378

***

Q: Which value of electronic energy does entry 2 give?
A: -336.0635 Eh